## i
This record from OMol25 describes a 2-piece molecular cluster, C2H8IN2 overall. The level of theory is ωB97M-V with the def2-TZVPD basis set.

Each line ends with the Mulliken charge.
Positions of all 13 atoms, in Å:
C1 -1.9423 -0.1589 -0.2431  -0.3961
C2 -0.4864 -0.1560 -0.1469  0.1691
N1 -1.5404 1.2151 0.0694  -0.3121
N2 0.2755 -0.4794 0.8958  -0.3890
I1 4.7337 -0.3537 -0.6319  -0.1024
H1 -2.3442 -0.2139 -1.2894  0.2643
H2 -2.7547 -0.6239 0.4888  0.3170
H3 0.0313 0.1232 -1.1520  0.2972
H4 -1.4815 1.6870 0.9580  0.2622
H5 -1.6013 1.7721 -0.7401  0.2614
H6 -0.2858 -1.2224 1.4114  0.2868
H7 1.2451 -0.5713 0.9109  0.2264
H8 6.1511 -1.0179 -0.5310  0.1151

Lowest unoccupied orbital energy ... -3.20 eV
E_HOMO ... -12.66 eV
Net charge ... +1


## ii
This record from OMol25 describes a 2-piece molecular cluster, C2H8IN2 overall. The level of theory is ωB97M-V with the def2-TZVPD basis set.

Each line ends with the Mulliken charge.
Positions of all 13 atoms, in Å:
C1 -0.1015 -1.2568 -0.6155  -0.7540
C2 -0.1621 0.0646 0.2118  0.0809
N1 0.0236 0.0189 1.5560  -0.4436
N2 -0.1034 1.2720 -0.4012  -0.2483
I1 -3.1498 0.1280 -0.0730  0.0642
H1 0.9572 -1.5982 -0.5912  0.3237
H2 -0.5256 -0.9917 -1.6457  0.3123
H3 -0.7599 -1.8816 -0.1612  0.4186
H4 0.0475 0.9500 2.0419  0.2817
H5 -0.8033 -0.6659 1.8361  0.3472
H6 -0.0118 1.1869 -1.4348  0.3051
H7 -2.1777 0.0823 -1.3469  0.1279
H8 0.0114 2.1433 0.0285  0.1843

Lowest unoccupied orbital energy ... -4.33 eV
E_HOMO ... -14.00 eV
Net charge ... +1


Which of them is least stable? Easy: i.


## i
This record from OMol25 describes a 2-piece molecular cluster, C4H5P overall. The level of theory is ωB97M-V with the def2-TZVPD basis set.

Each line ends with the Mulliken charge.
Positions of all 10 atoms, in Å:
C1 0.1316 1.0377 0.4679  0.1701
C2 0.0907 -1.6987 -1.3342  -0.4779
C3 0.9650 -1.0681 -0.6108  -0.2399
C4 -0.7434 1.5468 1.4593  -0.6795
P1 0.4937 2.6172 0.4494  -0.1268
H1 0.2572 -2.6059 -1.8848  0.2694
H2 -0.8943 -1.3758 -1.7373  0.2454
H3 1.9623 -1.0664 -0.3826  0.3799
H4 -1.7750 1.3952 1.1927  0.2165
H5 -0.4878 1.2180 2.3805  0.2429

Lowest unoccupied orbital energy (spin up / spin down) ... -0.46 / -0.06 eV
E_HOMO (spin up / spin down) ... -8.36 / -8.34 eV
Net charge ... 0


## ii
This record from OMol25 describes one molecule with the formula C4H5P. The level of theory is ωB97M-V with the def2-TZVPD basis set.

Each line ends with the Mulliken charge.
Positions of all 10 atoms, in Å:
C1 -0.0617 -0.7614 0.9738  0.0605
C2 0.9230 0.0810 0.6894  -0.5887
C3 -1.3242 -0.8288 0.2985  -0.3173
C4 -0.1631 0.9967 -1.3786  -0.8429
P1 -1.6861 0.1075 -1.0779  -0.0582
H1 -0.0149 -1.6110 1.6662  0.2749
H2 1.9298 0.0894 1.1338  0.2713
H3 -2.0576 -1.5344 0.5753  0.3589
H4 -0.0283 2.0378 -1.2497  0.3963
H5 0.6641 0.5037 -1.7681  0.4451

Lowest unoccupied orbital energy (spin up / spin down) ... -0.44 / -0.32 eV
E_HOMO (spin up / spin down) ... -8.59 / -8.32 eV
Net charge ... 0


Which of them is least stable? Easy: i.


## i
This record from OMol25 describes a 2-piece molecular cluster, C5H9I overall. The level of theory is ωB97M-V with the def2-TZVPD basis set.

Each line ends with the Mulliken charge.
Positions of all 15 atoms, in Å:
C1 1.1139 2.0796 0.7177  -0.8043
C2 0.4151 1.3371 -0.1425  0.2975
C3 0.2420 1.4373 -1.6409  -0.7874
C4 -1.3720 -2.4374 0.9050  -0.8594
C5 -0.4057 -2.4474 -0.2129  -0.1170
I1 1.5487 -2.2904 0.5905  0.0629
H1 1.2297 1.8657 1.7980  0.2654
H2 1.5512 2.9926 0.2719  0.2315
H3 0.5022 0.3724 -2.0061  0.1814
H4 -0.7979 1.7335 -2.1410  0.2276
H5 0.8511 2.2594 -2.0568  0.3121
H6 -2.4985 -2.5392 0.6171  0.2453
H7 -1.0993 -3.2552 1.5462  0.3783
H8 -1.2593 -1.5122 1.4566  0.3050
H9 -0.0213 0.4042 0.2973  0.0612

Lowest unoccupied orbital energy ... -0.93 eV
E_HOMO ... -8.76 eV
Net charge ... 0


## ii
This record from OMol25 describes C5H9I as an isolated structure. The level of theory is ωB97M-V with the def2-TZVPD basis set.

Each line ends with the Mulliken charge.
Positions of all 15 atoms, in Å:
C1 0.1899 2.3097 0.1503  -0.8183
C2 -0.1637 1.0971 -0.2552  0.0106
C3 -1.4998 -1.0318 -0.0822  -1.4015
C4 1.3227 -1.1851 -0.1106  -1.0005
C5 -0.3170 -0.1435 0.4721  0.2565
I1 3.2286 -0.2691 0.0885  0.0016
H1 0.3252 3.2609 -0.3613  0.2491
H2 0.4738 2.5475 1.1380  0.2615
H3 -0.5716 0.9297 -1.3085  0.1455
H4 -1.5485 -1.9945 0.3448  0.4160
H5 -2.3935 -0.4183 0.0615  0.3749
H6 -1.4550 -1.2794 -1.1290  0.3789
H7 1.3102 -1.4980 -1.0793  0.4475
H8 1.3837 -2.1706 0.4679  0.3732
H9 -0.2850 -0.1546 1.6029  0.3050

Lowest unoccupied orbital energy ... 0.54 eV
E_HOMO ... -8.89 eV
Net charge ... 0


Which of them is least stable? Easy: i.